(1)
{"formula": "C20H26FeN6P2", "method": "the ωB97M-V functional and the def2-TZVPD basis", "total_charge": 3, "fmax_ev_per_a": 0.47, "multiplicity": 6, "homo_ev": [-16.87, -17.34], "homo_lumo_gap_ha": [0.2927, 0.2428], "s_squared": 8.7727, "energy_ev": -83042.5989, "lumo_ev": [-8.91, -10.74], "symbols": ["Fe", "C", "N", "C", "C", "N", "C", "P", "C", "N", "C", "C", "N", "C", "C", "N", "C", "C", "N", "C", "H", "H", "H", "H", "H", "H", "H", "H", "H", "H", "H", "H", "H", "H", "H", "C", "P", "C", "C", "C", "C", "C", "C", "C", "H", "H", "H", "H", "H", "H", "H", "H", "H", "H", "H"], "positions_angstrom": [[0.681, -0.397, -0.071], [0.564, -3.880, -4.119], [1.192, -2.993, -3.131], [2.538, -2.908, -2.904], [2.716, -1.983, -1.919], [1.487, -1.503, -1.551], [0.573, -2.137, -2.300], [-1.238, -1.888, -2.204], [-1.252, -0.053, -2.101], [-0.599, 0.695, -1.198], [-0.909, 2.004, -1.460], [-1.758, 2.044, -2.523], [-1.966, 0.749, -2.912], [-2.820, 0.360, -4.041], [-1.433, -2.253, -0.413], [-0.686, -1.749, 0.580], [-1.110, -2.339, 1.742], [-2.122, -3.201, 1.445], [-2.312, -3.137, 0.092], [-3.321, -3.907, -0.648], [1.346, -4.464, -4.595], [0.050, -3.291, -4.876], [-0.130, -4.555, -3.626], [3.248, -3.502, -3.454], [3.635, -1.637, -1.478], [-0.484, 2.825, -0.909], [-2.217, 2.872, -3.037], [-2.602, 1.012, -4.883], [-3.866, 0.457, -3.761], [-2.609, -0.667, -4.322], [-0.652, -2.144, 2.696], [-2.703, -3.857, 2.070], [-3.653, -4.726, -0.018], [-2.885, -4.314, -1.555], [-4.169, -3.272, -0.894], [-2.425, 1.210, 4.185], [-2.176, 2.341, 2.797], [-0.674, 3.293, 3.095], [-3.566, 3.387, 2.579], [-4.841, 2.799, 2.446], [-5.958, 3.600, 2.362], [-5.817, 4.987, 2.391], [-4.559, 5.578, 2.503], [-3.430, 4.789, 2.569], [-3.322, 0.609, 4.045], [-2.540, 1.819, 5.085], [-1.561, 0.558, 4.299], [-0.762, 3.821, 4.048], [-0.503, 4.016, 2.299], [0.181, 2.620, 3.162], [-4.948, 1.721, 2.421], [-6.940, 3.157, 2.275], [-6.696, 5.615, 2.319], [-4.468, 6.655, 2.547], [-2.458, 5.257, 2.650]], "mulliken_spin": [3.757, 0.001, 0.011, 0.001, 0.000, 0.043, 0.048, -0.002, 0.066, 0.003, -0.001, 0.001, 0.011, -0.001, 0.052, 0.009, 0.003, -0.003, 0.011, 0.000, 0.000, 0.000, 0.000, 0.001, -0.004, -0.007, 0.002, 0.000, 0.000, 0.000, -0.001, 0.001, 0.000, 0.000, 0.000, 0.066, 0.569, 0.037, 0.085, 0.060, -0.024, 0.109, -0.015, 0.055, 0.000, 0.024, -0.001, 0.024, 0.002, 0.002, 0.000, 0.000, 0.003, 0.001, 0.002]}


(2)
{"formula": "C5H8O", "method": "the ωB97M-V functional and the def2-TZVPD basis", "total_charge": 0, "fmax_ev_per_a": 4.29, "homo_ev": -9.61, "smiles": "O=CCC1CC1", "homo_lumo_gap_ha": 0.3936, "relative_energy_ev": 2.3592, "energy_ev": -7359.8961, "lumo_ev": 1.10, "symbols": ["O", "C", "C", "C", "C", "C", "H", "H", "H", "H", "H", "H", "H", "H"], "positions_angstrom": [[-1.691, 1.770, 0.143], [-1.481, 0.617, 0.514], [-1.100, -0.383, -0.415], [0.263, -0.749, 0.039], [1.425, -0.322, -0.669], [1.043, 0.455, 0.534], [-1.758, 0.257, 1.499], [-1.171, 0.051, -1.390], [-1.752, -1.221, -0.377], [0.370, -1.605, 0.681], [1.267, 0.127, -1.634], [2.313, -0.909, -0.551], [0.656, 1.556, 0.177], [1.617, 0.357, 1.449]], "lowdin_charge": [0.030, -0.319, -0.153, -0.308, -0.150, -0.114, 0.137, 0.130, 0.120, 0.143, 0.113, 0.103, 0.168, 0.102]}


(3)
{"formula": "C4H12N2", "method": "the ωB97M-V functional and the def2-TZVPD basis", "total_charge": 0, "fmax_ev_per_a": 1.84, "homo_ev": -9.22, "smiles": "[H]/N=C/N.CCC", "homo_lumo_gap_ha": 0.3739, "relative_energy_ev": 0.7640, "energy_ev": -7322.2647, "lumo_ev": 0.96, "symbols": ["H", "N", "C", "N", "H", "H", "H", "C", "C", "C", "H", "H", "H", "H", "H", "H", "H", "H"], "positions_angstrom": [[-2.914, -1.003, -0.524], [-2.431, -0.755, 0.337], [-2.820, 0.435, 0.619], [-2.151, 1.273, 1.458], [-3.636, 0.868, 0.041], [-2.245, 2.249, 1.250], [-1.352, 0.939, 1.967], [2.316, -1.188, -1.723], [2.530, -0.652, -0.303], [2.007, 0.762, -0.144], [2.625, -0.494, -2.501], [2.964, -2.052, -1.890], [1.328, -1.633, -1.826], [2.059, -1.378, 0.357], [3.591, -0.669, -0.046], [2.400, 1.266, 0.749], [0.930, 0.803, 0.027], [2.329, 1.432, -0.942]], "lowdin_charge": [0.023, 0.035, -0.401, 0.068, 0.109, 0.082, 0.088, -0.129, -0.319, -0.133, 0.066, 0.061, 0.069, 0.098, 0.095, 0.064, 0.056, 0.068]}


(4)
{"formula": "C22H53AsMgN2O6P2", "method": "the ωB97M-V functional and the def2-TZVPD basis", "total_charge": 2, "fmax_ev_per_a": 2.34, "homo_ev": -14.49, "homo_lumo_gap_ha": 0.3816, "energy_ev": -123796.1043, "lumo_ev": -4.11, "symbols": ["Mg", "C", "C", "C", "O", "P", "O", "C", "P", "O", "O", "C", "C", "C", "O", "C", "C", "C", "O", "C", "C", "C", "H", "H", "H", "H", "H", "H", "H", "H", "H", "H", "H", "H", "H", "H", "H", "H", "H", "H", "H", "H", "H", "H", "H", "H", "H", "H", "H", "H", "H", "H", "C", "As", "C", "C", "H", "H", "H", "H", "H", "H", "H", "H", "H", "C", "C", "N", "C", "C", "C", "C", "N", "H", "H", "H", "H", "H", "H", "H", "H", "H", "H", "H", "H", "H", "H"], "positions_angstrom": [[10.448, 12.141, 9.241], [10.444, 13.534, 15.100], [10.660, 12.832, 13.830], [11.864, 11.915, 13.814], [9.459, 12.093, 13.452], [9.057, 11.859, 12.002], [9.937, 12.556, 11.029], [8.823, 10.123, 11.791], [9.777, 9.273, 10.465], [9.898, 10.200, 9.303], [11.129, 8.862, 11.102], [11.673, 7.444, 11.344], [12.349, 7.008, 10.027], [12.487, 7.539, 12.642], [9.114, 7.903, 10.177], [7.978, 7.678, 9.267], [8.296, 6.371, 8.509], [7.725, 8.844, 8.320], [7.572, 12.353, 11.895], [6.865, 13.195, 12.917], [5.413, 12.807, 12.839], [7.233, 14.658, 12.706], [11.204, 14.288, 15.208], [10.466, 12.779, 15.886], [9.458, 13.977, 15.125], [10.753, 13.605, 13.022], [11.725, 10.961, 14.336], [12.714, 12.397, 14.288], [12.133, 11.631, 12.828], [7.738, 9.955, 11.615], [8.998, 9.633, 12.768], [10.764, 6.840, 11.452], [13.233, 7.592, 9.791], [11.607, 7.031, 9.215], [12.697, 5.982, 10.105], [13.175, 8.360, 12.571], [13.034, 6.601, 12.773], [11.748, 7.623, 13.446], [7.124, 7.559, 9.946], [9.294, 6.323, 8.157], [7.545, 6.143, 7.730], [8.246, 5.514, 9.200], [8.445, 8.920, 7.545], [7.632, 9.796, 8.837], [6.792, 8.576, 7.791], [7.290, 12.853, 13.892], [4.857, 13.040, 11.942], [4.893, 13.300, 13.653], [5.313, 11.710, 13.082], [6.764, 15.012, 11.771], [8.303, 14.812, 12.665], [6.842, 15.319, 13.471], [8.430, 15.413, 7.916], [8.789, 13.580, 7.680], [7.038, 12.958, 7.276], [9.540, 13.458, 5.802], [7.927, 15.809, 7.009], [9.363, 15.929, 8.145], [7.787, 15.549, 8.779], [6.511, 13.553, 6.493], [6.462, 12.941, 8.236], [7.065, 11.935, 6.960], [8.796, 13.952, 5.165], [9.614, 12.386, 5.572], [10.515, 13.941, 5.735], [16.463, 14.676, 8.653], [15.290, 14.633, 7.696], [14.425, 13.439, 7.920], [14.942, 12.146, 7.363], [15.375, 11.188, 8.428], [13.186, 13.488, 8.430], [12.764, 14.692, 9.159], [12.284, 12.490, 8.368], [17.258, 15.332, 8.319], [16.915, 13.686, 8.662], [16.121, 14.963, 9.657], [15.613, 14.603, 6.675], [14.651, 15.522, 7.827], [15.814, 12.366, 6.776], [14.162, 11.737, 6.675], [16.136, 11.673, 9.005], [15.799, 10.308, 7.884], [14.537, 10.919, 9.078], [13.483, 15.007, 9.859], [11.803, 14.585, 9.702], [12.665, 15.554, 8.473], [12.637, 11.750, 7.761]], "lowdin_charge": [0.549, -0.027, -0.437, -0.021, -0.149, 0.435, -0.308, -0.171, 0.464, -0.319, -0.189, -0.328, -0.022, -0.017, -0.169, -0.360, -0.019, -0.063, -0.186, -0.385, -0.036, -0.025, 0.102, 0.106, 0.085, 0.142, 0.101, 0.098, 0.058, 0.105, 0.110, 0.130, 0.082, 0.075, 0.092, 0.078, 0.096, 0.089, 0.150, 0.064, 0.104, 0.093, 0.077, 0.064, 0.111, 0.141, 0.085, 0.092, 0.108, 0.093, 0.070, 0.094, -0.309, 1.035, -0.316, -0.250, 0.063, 0.027, 0.030, 0.066, 0.047, 0.011, 0.036, 0.029, 0.019, -0.049, -0.177, -0.048, -0.197, -0.066, -0.394, 0.000, 0.047, 0.087, 0.065, 0.087, 0.118, 0.113, 0.118, 0.129, 0.063, 0.109, 0.071, 0.078, 0.086, 0.110, 0.050]}


(5)
{"formula": "C3H3NO2S2", "method": "the ωB97M-V functional and the def2-TZVPD basis", "total_charge": 0, "fmax_ev_per_a": 6.67, "homo_ev": -8.93, "smiles": "Oc1nc(S)c(S)o1", "homo_lumo_gap_ha": 0.3440, "relative_energy_ev": 1.7766, "energy_ev": -30413.0996, "lumo_ev": 0.43, "symbols": ["O", "C", "N", "C", "S", "C", "S", "O", "H", "H", "H"], "positions_angstrom": [[-1.694, 2.086, -1.416], [-0.802, 1.116, -0.951], [0.347, 1.288, -0.560], [0.694, 0.223, 0.265], [2.409, 0.180, 0.837], [-0.381, -0.555, 0.215], [-0.801, -2.228, 0.499], [-1.458, 0.031, -0.443], [-1.131, 2.936, -1.425], [2.585, 1.411, -0.086], [-1.455, -2.221, 1.747]], "lowdin_charge": [0.081, -0.463, 0.099, -0.662, 0.716, -0.697, 0.803, 0.051, 0.157, 0.006, -0.091]}